{"formula": "C40H54BiClF6N4O3PS2SbSi3", "method": "ωB97M-V/def2-TZVPD", "relative_energy_kj_mol": 0.0, "homo_lumo_gap_ev": [7.37, 5.62], "energy_ha": -5522.20300, "homo_energy_ev": [-5.43, -5.42], "spin_multiplicity": 2, "lumo_energy_ev": [1.936, 0.198], "s2": 0.75, "total_charge": -1, "symbols": ["Bi", "C", "C", "N", "N", "C", "S", "S", "C", "C", "C", "C", "C", "C", "C", "C", "C", "C", "C", "C", "C", "O", "H", "H", "H", "H", "H", "H", "H", "H", "H", "H", "H", "H", "H", "H", "C", "Sb", "C", "C", "C", "C", "C", "C", "N", "Si", "C", "C", "C", "C", "C", "C", "C", "C", "C", "N", "Si", "C", "C", "C", "Si", "C", "C", "C", "H", "H", "H", "H", "H", "H", "H", "H", "H", "H", "H", "H", "H", "H", "H", "H", "H", "H", "H", "H", "H", "H", "H", "H", "H", "H", "H", "H", "H", "H", "H", "H", "H", "H", "H", "H", "H", "H", "F", "P", "F", "F", "F", "F", "F", "Cl", "C", "C", "O", "O", "H", "H"], "positions_angstrom": [[-0.60720, 0.44987, -0.22901], [-1.04711, 3.51261, -3.82254], [-0.54314, 2.42969, -2.90780], [-0.87338, 2.40230, -1.65789], [-1.76340, 3.39446, -1.19848], [-2.04262, 3.36385, 0.03969], [-1.33178, 2.41644, 1.30950], [-3.27633, 4.50106, 0.61045], [-2.94264, 5.90969, -0.45151], [-1.53934, 6.41089, -0.28581], [-1.06315, 6.76765, 0.95996], [0.23501, 7.23968, 1.11387], [1.09384, 7.31142, 0.02694], [0.62540, 6.91785, -1.23299], [-0.69046, 6.50287, -1.38568], [0.32783, 1.41650, -3.49564], [0.22834, 1.16595, -4.85502], [1.06572, 0.27872, -5.50476], [2.07745, -0.35708, -4.78156], [2.18499, -0.13774, -3.42149], [1.27623, 0.68054, -2.73033], [1.36117, 0.71308, -1.41499], [-1.53322, 4.29667, -3.24323], [-1.75933, 3.10847, -4.52739], [-0.19861, 3.91206, -4.38423], [-3.69033, 6.64171, -0.17390], [-3.12104, 5.66076, -1.49458], [-1.70004, 6.64440, 1.82341], [0.61197, 7.47441, 2.10396], [2.10850, 7.69651, 0.14086], [1.28898, 6.94879, -2.08485], [-1.06628, 6.20527, -2.36248], [-0.51123, 1.64485, -5.44835], [0.91078, 0.04482, -6.55992], [2.76740, -1.04714, -5.26742], [2.93511, -0.67233, -2.85401], [3.53588, -2.04015, 2.69484], [1.86341, -1.65843, 1.36543], [1.51616, 0.41072, 1.39116], [1.00980, 0.56412, 2.72217], [0.79585, 1.78595, 3.35374], [0.13907, 1.84448, 4.56391], [-0.23468, 0.65575, 5.20983], [0.11651, -0.51485, 4.57854], [0.76216, -0.55666, 3.41219], [2.82870, 1.63296, 0.80739], [4.06638, 1.05518, -0.43597], [2.12243, 3.26740, 0.26884], [3.93694, 2.08720, 2.27257], [0.34601, -3.17951, 1.31283], [-0.89973, -2.69174, 1.97334], [-1.51970, -3.46513, 2.93286], [-2.67016, -2.99263, 3.57139], [-3.24419, -1.79872, 3.19582], [-2.58974, -1.09842, 2.19430], [-1.45047, -1.51433, 1.63247], [-0.14848, -3.67243, -0.55084], [0.31120, -2.39408, -1.78721], [-1.92940, -4.03899, -0.43195], [0.68936, -5.18966, -1.25490], [1.14566, -4.70319, 2.09565], [0.10718, -6.23859, 1.96760], [1.41704, -4.48457, 3.94028], [2.75192, -5.19703, 1.32073], [3.82924, -1.05558, 3.09203], [4.33685, -2.43522, 2.04339], [3.32763, -2.73837, 3.48485], [1.02245, 2.71129, 2.84114], [-0.10258, 2.78571, 5.05324], [-0.78992, 0.61668, 6.12161], [-0.13240, -1.46828, 5.03234], [3.78138, 1.37086, -1.44397], [4.08391, -0.02668, -0.44800], [5.07341, 1.40758, -0.21799], [1.46602, 3.10465, -0.58409], [2.91884, 3.95541, -0.04542], [1.53313, 3.77541, 1.01467], [4.53803, 1.24017, 2.55917], [3.37699, 2.44105, 3.13725], [4.64544, 2.85987, 1.93789], [-1.13451, -4.41275, 3.27998], [-3.08509, -3.55866, 4.40373], [-4.09691, -1.37528, 3.68943], [-2.97693, -0.15315, 1.82864], [-0.46691, -1.63808, -1.90031], [0.40338, -2.84277, -2.77061], [1.23543, -1.86775, -1.55982], [-2.48395, -3.11144, -0.33849], [-2.13917, -4.67338, 0.39952], [-2.30175, -4.48565, -1.33161], [1.73842, -5.03279, -1.49031], [0.16765, -5.32793, -2.20443], [0.63389, -6.15074, -0.73038], [-0.82720, -6.15902, 2.53557], [0.68462, -7.05508, 2.38424], [-0.15935, -6.47476, 0.93678], [1.20864, -3.44614, 4.23517], [2.45046, -4.67389, 4.22024], [0.78105, -5.16167, 4.52147], [2.60714, -5.52518, 0.28839], [3.20102, -5.99575, 1.88518], [3.44684, -4.35546, 1.28893], [-2.59106, -2.02972, -2.70199], [-2.59144, -2.66304, -4.20661], [-1.47606, -3.75128, -3.73741], [-1.41055, -1.64185, -4.60216], [-3.77197, -3.67394, -3.78058], [-3.68614, -1.57294, -4.70433], [-2.55445, -3.30814, -5.68381], [-4.48251, 2.52656, -2.87740], [-3.99241, 0.86081, -2.38695], [-4.09336, 0.59165, -0.85970], [-5.17110, 0.65903, -0.28231], [-2.95377, 0.32742, -0.31307], [-2.97410, 0.72740, -2.74834], [-4.61946, 0.15668, -2.93454]]}

=====

{"formula": "C40H54CdCl2NO9P2Te", "method": "ωB97M-V/def2-TZVPD", "relative_energy_kj_mol": 128.2, "homo_lumo_gap_ev": 5.16, "energy_ha": -4327.67120, "homo_energy_ev": -3.36, "lumo_energy_ev": 1.800, "total_charge": -1, "symbols": ["Cd", "C", "C", "C", "C", "C", "C", "C", "C", "C", "C", "C", "C", "C", "C", "C", "N", "H", "H", "H", "H", "H", "H", "H", "H", "H", "H", "C", "C", "C", "O", "P", "O", "C", "P", "O", "O", "C", "C", "C", "O", "C", "C", "C", "O", "C", "C", "C", "H", "H", "H", "H", "H", "H", "H", "H", "H", "H", "H", "H", "H", "H", "H", "H", "H", "H", "H", "H", "H", "H", "H", "H", "H", "H", "H", "H", "H", "H", "C", "C", "C", "O", "C", "H", "H", "H", "H", "H", "H", "H", "H", "Te", "C", "C", "C", "C", "C", "C", "H", "H", "H", "H", "H", "Cl", "C", "Cl", "C", "O", "O", "H"], "positions_angstrom": [[-0.75905, 1.59832, -0.85603], [-4.49924, 2.01361, -3.09242], [-4.49829, 1.01707, -4.05519], [-3.53574, 0.02643, -3.99740], [-2.55727, 0.02340, -2.99422], [-2.50539, 1.06306, -2.05017], [-3.50326, 2.04010, -2.12523], [-1.61438, -1.12654, -2.95592], [-2.04758, -2.41503, -3.39603], [-1.20122, -3.47598, -3.33968], [0.12765, -3.27946, -2.89794], [1.09188, -4.31092, -2.84346], [2.37109, -4.04152, -2.44364], [2.73713, -2.72429, -2.09131], [1.82199, -1.70974, -2.12451], [0.48195, -1.96813, -2.50170], [-0.40282, -0.93952, -2.49344], [-5.25636, 2.78973, -3.10831], [-5.22594, 1.02483, -4.85848], [-3.51733, -0.72602, -4.77688], [-3.48257, 2.85877, -1.41911], [-3.06305, -2.54536, -3.73862], [-1.52177, -4.46756, -3.64112], [0.80959, -5.31217, -3.15125], [3.11382, -4.83014, -2.42412], [3.76492, -2.52489, -1.80869], [2.08225, -0.68850, -1.88190], [-4.09904, -0.63651, 5.30720], [-2.61519, -0.62480, 4.99045], [-1.79181, -0.06794, 6.13836], [-2.42538, 0.21052, 3.83634], [-1.66845, -0.27126, 2.52127], [-1.83363, 0.66703, 1.42441], [0.05009, -0.59082, 2.99853], [0.98866, -1.07558, 1.52794], [0.75005, -0.27472, 0.32658], [0.68823, -2.61091, 1.26096], [1.00636, -3.66546, 2.19308], [-0.28341, -4.30517, 2.67578], [1.89482, -4.67272, 1.48748], [2.46929, -1.02374, 2.12934], [3.60044, -1.43760, 1.32051], [4.57969, -2.12407, 2.25408], [4.22151, -0.24392, 0.61942], [-2.17124, -1.76066, 2.25798], [-3.39667, -1.92481, 1.47883], [-3.02974, -2.06131, 0.01575], [-4.11120, -3.13881, 2.03683], [-4.29318, -1.24769, 6.18931], [-4.66814, -1.03077, 4.46555], [-4.43655, 0.38323, 5.49659], [-2.28559, -1.64245, 4.75622], [-2.07008, 0.97116, 6.31775], [-0.72480, -0.10252, 5.91573], [-1.98126, -0.64560, 7.04402], [0.11664, -1.35066, 3.77743], [0.46058, 0.35832, 3.34854], [1.54654, -3.23622, 3.04369], [-0.74595, -4.86290, 1.85941], [-0.98964, -3.54733, 3.01143], [-0.06958, -4.99251, 3.49558], [1.36224, -5.09500, 0.63477], [2.16529, -5.47309, 2.17820], [2.80645, -4.20528, 1.11880], [3.24444, -2.14495, 0.56622], [4.98676, -1.39684, 2.95857], [5.39804, -2.55592, 1.67737], [4.09157, -2.91853, 2.81999], [4.41872, 0.54852, 1.34341], [3.55826, 0.13864, -0.15401], [5.16405, -0.54252, 0.15862], [-4.01599, -1.03300, 1.61276], [-2.43519, -2.96436, -0.14347], [-2.44703, -1.19521, -0.30021], [-3.93284, -2.11015, -0.59389], [-3.51833, -4.03779, 1.85813], [-5.07843, -3.25189, 1.54668], [-4.27456, -3.03640, 3.11084], [2.88020, 3.75963, 1.08908], [2.26196, 4.66622, 0.02837], [0.78332, 4.50608, 0.30699], [0.63764, 3.11765, 0.62375], [1.86109, 2.62096, 1.16345], [2.93616, 4.28467, 2.04539], [3.87753, 3.39939, 0.83298], [2.46920, 4.27390, -0.95696], [2.59430, 5.70268, 0.08750], [0.13616, 4.73185, -0.53479], [0.47215, 5.10948, 1.16694], [2.15693, 1.76194, 0.56704], [1.69800, 2.28240, 2.19344], [0.52266, 2.22664, -3.42377], [2.36059, 2.78732, -4.37050], [2.60566, 2.22471, -5.62792], [3.67479, 2.62751, -6.41385], [4.55310, 3.60257, -5.95982], [4.35111, 4.14586, -4.69962], [3.27436, 3.74098, -3.92106], [1.93016, 1.46087, -5.99508], [3.82211, 2.18181, -7.39130], [5.37380, 3.93872, -6.58198], [5.03036, 4.90369, -4.32472], [3.13741, 4.19604, -2.95942], [-1.61919, 7.07219, -0.28984], [-2.94455, 5.96990, 0.18104], [-4.05120, 5.73323, -1.19138], [-2.35323, 4.61235, 0.72687], [-2.35799, 4.55895, 1.95952], [-1.96297, 3.81420, -0.14418], [-3.49845, 6.46898, 0.96548]]}